i.
The following is a DFT calculation (wB97M-V/def2-TZVPD) of the molecule C18H23N5O2.

Geometry as XYZ:
```
48
Properties=species:S:1:pos:R:3:mulliken_charge:R:1
O -1.06657 3.08267 1.20764 -0.644
O 2.77790 -3.70543 1.55844 -0.692
N -3.21491 3.80441 -1.52261 -0.158
N 0.74609 -2.82607 1.08707 0.135
N -0.90121 2.20114 -0.96541 -0.138
N -4.08833 4.73856 -1.69156 -0.782
N -3.91925 5.59670 -0.67306 0.626
C -2.46987 4.01385 -0.38038 0.268
C -4.65370 6.84255 -0.55434 -0.874
C 0.06546 -3.59848 2.12121 -0.666
C -2.21095 -2.91456 1.28481 -1.026
C 0.01961 0.12335 -1.72062 -0.948
C 0.91382 -0.94233 -1.54786 -0.305
C -1.40344 3.09541 0.00400 0.031
C 4.35931 -1.91325 -0.14362 -1.159
C 2.01802 0.18172 0.23866 -0.115
C 4.63396 -2.93482 -1.23420 -0.558
C -1.25578 -2.81871 2.45968 -0.465
C 2.82538 -2.11135 -0.28805 2.537
C 3.14067 -2.96285 -1.52298 -1.177
C 1.13014 1.24124 0.08592 -0.669
C 2.15872 -2.87003 0.89656 -0.168
C 0.12203 1.22623 -0.87611 0.610
C 1.92426 -0.90726 -0.57011 -0.724
C -2.93446 5.15109 0.21056 -0.101
H -2.60605 5.59581 1.15224 0.439
H -3.97168 7.68726 -0.43693 0.308
H 2.72475 0.26615 1.11438 0.338
H -0.73849 0.08750 -2.54485 0.244
H 1.14522 2.07897 0.79647 0.335
H 4.70854 -0.94997 -0.47181 0.331
H -5.25080 6.95645 -1.46790 0.324
H -0.97809 -1.76251 2.67089 0.252
H 5.06313 -3.88818 -0.89170 0.265
H -3.13861 -2.34988 1.53264 0.297
H -2.49650 -3.97209 1.14166 0.288
H -1.45211 2.20512 -1.80592 0.300
H 0.20068 -2.24217 0.47813 0.091
H -5.34599 6.72230 0.27378 0.321
H 0.76395 -1.83191 -2.17699 0.351
H 2.76999 -3.98974 -1.47352 0.295
H -1.77434 -3.27258 3.33705 0.332
H 2.91138 -2.45721 -2.46555 0.358
H 5.22026 -2.57820 -2.08600 0.288
H -0.20180 -4.55624 1.74493 0.296
H -1.78190 -2.58112 0.33309 0.325
H 4.81995 -2.17794 0.79907 0.358
H 0.69163 -3.78362 2.98320 0.426
```

Values from the calculation:
Molar mass ... 341.415 g mol⁻¹
SMILES string ... CCCNC(=O)C1(c2ccc(NC(=O)c3cn(C)nn3)cc2)CCC1
HOMO ... -8.5 eV


ii.
The following is a DFT calculation (wB97M-V/def2-TZVPD) of the molecule C18H23N5O2.

Geometry as XYZ:
```
48
Properties=species:S:1:pos:R:3:mulliken_charge:R:1
O 6.46751 0.44486 0.53458 -0.361
O 4.83408 -0.23546 -0.94843 -0.452
N -2.00190 0.77615 0.61350 -0.174
N -4.51042 0.77161 0.08246 -0.410
N -1.06370 -1.29131 0.13262 -0.176
N -5.26006 -0.89372 -0.82992 -0.428
N -3.17956 -1.08431 -0.47393 -0.515
C -2.08844 -0.32350 0.18322 -0.025
C -6.93306 0.70167 -0.08848 -0.742
C 2.90516 -0.57072 1.13114 0.863
C -5.79684 1.40993 0.30956 0.449
C 4.48384 -0.64841 1.30173 -1.554
C 7.40223 1.05168 -0.56319 0.107
C 1.04443 -2.04896 0.87790 -0.792
C 0.87428 0.29840 0.38885 -1.326
C 2.43679 -1.81247 1.06466 -0.184
C -5.91155 2.88307 0.77974 -1.221
C 2.19186 0.40824 0.49867 -0.922
C 7.85729 -0.22979 -1.51386 -1.033
C -4.34578 -0.31357 -0.32674 0.248
C -6.46766 -0.45249 -0.78772 0.949
C 6.87254 2.29509 -1.30301 -0.888
C -7.69148 -1.25256 -1.27131 -1.421
C 5.31163 0.11029 0.04395 0.461
C 0.41603 -0.90207 0.28557 0.821
H -1.37949 -2.09924 -0.34864 0.367
H 3.12328 -2.76296 1.26881 0.207
H 2.58478 1.35257 0.55101 0.515
H -2.86341 1.09938 0.88518 0.259
H 8.73915 0.18532 -1.98854 0.421
H 0.28416 0.95567 -0.05181 0.904
H -7.84763 1.29352 -0.36796 0.294
H 8.09522 1.43336 0.21377 0.322
H 4.68689 0.23135 2.22472 0.227
H -1.30387 0.94291 1.50154 0.381
H 4.77634 -1.31500 1.92216 0.918
H -6.16738 2.71801 1.89439 0.253
H -7.27486 -2.31514 -1.66160 0.287
H 6.00429 1.78426 -1.95852 0.209
H 7.64476 2.51254 -2.13680 0.336
H -8.07016 -0.86774 -2.14912 0.363
H -6.63450 3.66368 0.34566 0.327
H -4.99474 3.44815 0.77934 0.328
H 0.66562 -2.91485 0.49381 0.385
H 8.22091 -1.15228 -0.78889 0.235
H 6.45134 2.89542 -0.42021 0.322
H 7.05451 -0.63152 -2.02272 0.346
H -8.35008 -1.48733 -0.61129 0.523
```

Values from the calculation:
Molar mass ... 341.415 g mol⁻¹
SMILES string ... Cc1cc(C)nc(/N=C(\N)Nc2ccc(CC(=O)OC(C)C)cc2)n1
HOMO ... -7.5 eV


i is favored, and the nearest alternative lies 1100.7 kJ/mol above it.


i.
The following is a DFT calculation (wB97M-V/def2-TZVPD) of a cluster of 2 separate species, C3H10N2O2S in total.

Geometry as XYZ:
```
18
Properties=species:S:1:pos:R:3:mulliken_charge:R:1
S 0.45327 0.54532 2.37353 0.207
O -3.16556 -0.48755 1.00703 -0.635
O 1.32310 -0.52659 -2.29889 -0.515
N -0.98447 0.15590 -1.19700 -0.699
N 2.61558 0.32012 -0.66131 -0.339
C 0.19798 0.54792 -0.38818 -0.042
C 0.23093 -0.42206 0.82383 -1.040
C 1.40958 0.05921 -1.25901 0.451
H -2.75855 -0.08325 0.23696 0.340
H 3.46665 -0.07150 -1.05677 0.254
H 0.19332 1.62171 -0.17061 0.566
H -0.89815 -0.84551 -1.09639 0.272
H -0.81024 0.42444 -2.18428 0.306
H -0.56868 -1.12602 0.87588 0.546
H -4.00589 -0.06341 1.19488 0.318
H -0.68099 0.14245 2.93629 0.304
H 1.11784 -1.05846 0.72090 0.532
H 2.86432 0.86728 0.14315 0.176
```

Values from the calculation:
Net charge ... +1
Molar mass ... 138.192 g mol⁻¹
2S+1 ... 2
HOMO (spin up / spin down) ... -14.3 / -14.1 eV
<S²> ... 0.754


ii.
The following is a DFT calculation (wB97M-V/def2-TZVPD) of a cluster of 2 separate species, C3H10N2O2S in total.

Geometry as XYZ:
```
18
Properties=species:S:1:pos:R:3:mulliken_charge:R:1
S 1.69007 -0.51904 2.51109 0.159
O 0.08745 0.55513 -1.38919 -0.588
O 2.45197 0.47879 -2.92410 -0.626
N -1.57183 -0.91981 1.23326 -0.623
N -1.90012 1.24202 -0.59766 -0.365
C -0.75631 0.52493 -0.52487 0.323
C -0.44410 -0.03235 0.87387 0.188
C 0.83337 -0.81465 0.94316 -0.633
H -1.81394 -1.55105 0.47237 0.262
H 1.72888 0.16302 -2.39622 0.378
H -1.48023 -1.47198 2.07825 0.247
H 2.34725 0.17559 -3.84084 0.314
H -2.05039 1.87896 -1.36403 0.262
H -0.54995 0.80651 1.57665 0.452
H -2.71127 1.10330 -0.01766 0.236
H 1.56203 -0.55544 0.13401 0.280
H 1.73063 0.83241 2.42294 0.271
H 0.84649 -1.89634 0.80898 0.460
```

Values from the calculation:
Net charge ... +1
Molar mass ... 138.192 g mol⁻¹
2S+1 ... 2
HOMO (spin up / spin down) ... -13.5 / -13.5 eV
<S²> ... 0.754


ii is favored, and the nearest alternative lies 36.9 kJ/mol above it.


i.
The following is a DFT calculation (wB97M-V/def2-TZVPD) of the molecule C6H15NO.

Geometry as XYZ:
```
23
Properties=species:S:1:pos:R:3:mulliken_charge:R:1
O -2.58486 -1.74636 -1.42452 -0.542
N 2.41116 0.15024 0.40460 -0.352
C -0.71972 0.94339 0.55551 -0.620
C -1.52304 -0.33542 0.28139 -0.447
C 1.92692 -0.87671 1.32685 -0.798
C 0.36220 1.39126 -0.42811 -0.657
C -1.74847 -0.59850 -1.19923 -0.315
C 1.50433 0.41864 -0.71475 -0.622
H -0.28307 0.91315 1.55285 0.220
H 0.78419 2.30891 -0.01365 0.355
H -2.49543 -0.27416 0.78548 0.466
H 1.12139 -0.52113 -1.10541 0.276
H 1.19020 -0.53806 2.06282 0.204
H -0.05037 1.73923 -1.36857 0.343
H -2.22806 0.27240 -1.64729 0.227
H -1.44437 1.75508 0.58858 0.396
H -0.81813 -0.87218 -1.65571 0.205
H 2.12293 0.81589 -1.51399 0.290
H -3.30883 -1.72099 -0.79846 0.313
H 2.58366 1.00029 0.92398 0.272
H 1.48441 -1.70274 0.76612 0.283
H -1.05907 -1.20109 0.76714 0.184
H 2.77204 -1.32112 1.85437 0.319
```

Values from the calculation:
Molar mass ... 117.192 g mol⁻¹
SMILES string ... CNCCCCCO
HOMO ... -8.7 eV


ii.
The following is a DFT calculation (wB97M-V/def2-TZVPD) of a structure of composition C6H15NO.

Geometry as XYZ:
```
23
Properties=species:S:1:pos:R:3:mulliken_charge:R:1
O -2.39055 0.25798 -0.70197 -0.678
N 2.16418 -0.01730 0.87669 -0.429
C 1.18173 -0.70310 1.62732 -0.595
C 1.28356 0.95138 -1.12402 -0.463
C 0.30967 -0.13215 -1.55891 -0.516
C -2.87173 1.06898 0.27114 -0.557
C -0.03418 -0.86174 0.73198 -0.642
C 0.38250 -1.36316 -0.66145 -0.564
H -0.71600 0.21992 -1.39185 0.258
H 0.90038 -0.21590 2.56383 0.336
H 2.68141 0.66438 1.42892 0.304
H -0.41434 -2.02415 -1.01088 0.350
H 0.88456 1.95649 -1.25279 0.301
H 0.37957 -0.39092 -2.61630 0.424
H 1.56603 0.66522 0.02718 0.044
H 1.30386 -1.94661 -0.67450 0.359
H -0.86429 -1.44075 1.11300 0.488
H 2.21216 0.89782 -1.69258 0.377
H 1.62244 -1.68807 1.83029 0.362
H -2.51248 0.83202 1.28560 0.206
H -0.41816 0.13079 0.50802 0.204
H -2.67368 2.14525 0.08672 0.185
H -3.97666 0.99364 0.33454 0.245
```

Values from the calculation:
Molar mass ... 117.192 g mol⁻¹
HOMO ... -6.9 eV


i is favored, and the nearest alternative lies 693.9 kJ/mol above it.


i.
The following is a DFT calculation (wB97M-V/def2-TZVPD) of the molecule C6H15NO.

Geometry as XYZ:
```
23
Properties=species:S:1:pos:R:3:mulliken_charge:R:1
O 1.70114 2.80962 -0.33190 -0.546
N -1.23753 -0.38057 0.94650 -0.428
C -0.59429 -2.25902 -0.65334 -0.153
C 0.42159 1.44987 1.13131 -0.163
C 1.78961 1.65173 0.43731 -0.436
C 0.09467 0.01554 1.42765 -0.879
C -1.36985 -0.82179 -0.46579 -0.856
C -0.85028 -2.54154 -2.15973 -1.290
H -0.15566 -3.36463 -2.46514 0.343
H 0.06992 -0.18580 2.51121 0.329
H -1.89225 0.38763 0.98952 0.271
H -0.60056 -1.84894 -2.96980 0.366
H -1.85945 -2.87072 -2.37989 0.346
H 0.48271 -1.97995 -0.52765 0.258
H 1.92398 0.78860 -0.32837 0.210
H 0.24772 2.10747 1.96412 0.376
H -2.45051 -0.98757 -0.47087 0.438
H 2.67756 1.61224 1.09029 0.274
H 1.51374 3.64801 0.10892 0.319
H -1.15288 -0.15250 -1.23518 0.407
H -0.47308 1.74628 0.31564 0.159
H -1.03437 -3.02890 0.03527 0.226
H 0.80807 -0.65297 1.08726 0.430
```

Values from the calculation:
Molar mass ... 117.192 g mol⁻¹
SMILES string ... CCCNCCCO
HOMO ... -8.6 eV


ii.
The following is a DFT calculation (wB97M-V/def2-TZVPD) of a cluster of 3 separate species, C6H15NO in total.

Geometry as XYZ:
```
23
Properties=species:S:1:pos:R:3:mulliken_charge:R:1
O -3.14513 -1.69379 0.34867 -0.847
N 1.69330 -0.05513 1.26598 -0.264
C 0.85299 -0.50516 -0.97550 -0.521
C -1.21523 0.45609 0.13646 -1.258
C -1.45947 -1.20440 -1.67984 -1.411
C -0.55026 -0.75529 -0.55586 0.908
C 1.77787 -0.02818 -0.00867 -0.105
C 2.33004 1.03795 1.97112 -0.783
H -2.37567 -1.48553 -1.09709 0.330
H -3.94073 -2.01644 0.76612 0.169
H 2.69651 0.34025 -0.46158 0.425
H 1.87172 1.99774 1.72827 0.279
H -2.10493 0.12344 0.60632 0.470
H 2.22866 0.92883 3.04743 0.309
H -1.10914 -2.10903 -2.18301 0.413
H -0.35978 -1.48309 0.28212 0.210
H 3.38610 1.14833 1.69342 0.344
H 1.15805 -1.18499 -1.77082 0.354
H -1.53000 -0.39025 -2.39859 0.401
H 0.82308 2.32928 -0.83114 0.171
H -0.53223 0.92542 0.84104 0.324
H 1.05527 2.39632 -0.16309 -0.185
H -1.55102 1.22764 -0.56177 0.267
```

Values from the calculation:
Molar mass ... 117.192 g mol⁻¹
HOMO ... -7.2 eV


i is favored, and the nearest alternative lies 585.0 kJ/mol above it.